(1)
A cluster of 2 separate species, CH4IN2S in total in a non-equilibrium geometry, computed with ωB97M-V with the def2-TZVPD basis set.

## Properties
Maximum force (eV/Å): 2.70
Charge: +1
DFT total energy (eV): -23008.484
Spin multiplicity: 1
Frontier orbital gap (alpha / beta) (eV): 5.356 / 5.315
E_HOMO (alpha / beta) (Eh): -0.4784 / -0.4770

```
9
Properties=species:S:1:pos:R:3:forces:R:3:lowdin_charge:R:1
H -1.305832 0.436891 -0.947326 -0.4549 -0.0283 -1.3894 0.100
H 1.156511 -2.108499 -0.536201 -0.4362 0.9595 -0.3850 0.171
N 0.529215 -1.313852 -0.752646 0.3394 -1.5280 -0.7621 0.201
N -0.830137 0.350458 -0.090471 0.8223 0.7208 2.4643 -0.412
H -0.141737 -1.400460 -1.522914 0.8295 -0.4007 0.0743 0.157
S -1.412938 1.197133 1.237667 0.9290 1.8975 0.2626 0.661
C 0.214716 -0.425795 0.125916 -0.0451 -0.5546 1.2778 -0.253
H 0.721549 -0.397438 1.139722 -0.6203 0.2016 -1.4593 0.171
I 1.068652 3.661562 1.346253 -1.3637 -1.2678 -0.0833 0.203
```
Positions in Å, forces in eV/Å.



(2)
A structure of composition CH4IN4 in a non-equilibrium geometry, computed with ωB97M-V with the def2-TZVPD basis set.

## Properties
Maximum force (eV/Å): 4.47
Charge: +1
DFT total energy (eV): -15150.884
Spin multiplicity: 1
Frontier orbital gap (alpha / beta) (eV): 7.245 / 7.247
E_HOMO (alpha / beta) (Eh): -0.4765 / -0.4765

```
10
Properties=species:S:1:pos:R:3:forces:R:3:lowdin_charge:R:1
H 0.551957 -2.764797 1.211310 -0.5984 0.6875 -0.1608 0.074
N -1.408215 0.723462 0.019015 0.8861 0.6178 0.0355 0.118
I -0.062169 2.620644 -1.865711 0.0959 -0.2546 0.5133 1.082
N 0.743298 -1.040466 0.437146 -3.7069 -0.9214 1.7030 -0.198
N 1.069761 -0.010483 -0.086600 -1.1206 4.0034 -1.6334 0.040
H 1.909487 0.385808 -0.489934 0.3820 -0.1852 -0.0136 0.132
H -1.365699 -0.001503 0.740337 0.2176 -0.3312 -0.1693 0.136
C -0.291547 1.203673 -0.414534 0.9854 -2.9698 0.0260 -0.648
H -2.337363 1.021873 -0.269307 0.2382 0.2634 0.0607 0.146
N 1.190490 -2.138211 0.718278 2.6207 -0.9100 -0.3614 0.117
```
Positions in Å, forces in eV/Å.



(3)
An isolated molecule of CH4INS in a non-equilibrium geometry, computed with ωB97M-V with the def2-TZVPD basis set.

## Properties
Maximum force (eV/Å): 3.73
DFT total energy (eV): -21525.142
SMILES: CN(S)I
Spin multiplicity: 1
Frontier orbital gap (eV): 8.303
E_HOMO (Eh): -0.3407

```
8
Properties=species:S:1:pos:R:3:forces:R:3:lowdin_charge:R:1
H 0.984107 0.513305 0.257146 -1.5497 0.3447 -0.5834 0.107
C -0.082022 0.612197 -0.189532 2.6119 1.5042 0.5981 -0.437
H -0.409133 1.679046 -0.142863 0.2665 -0.7351 0.0759 0.073
H 0.768495 -2.213746 0.191452 1.8478 0.3111 0.6020 -0.253
N -0.914933 -0.199347 0.598533 -0.9547 -3.6003 -0.0770 -0.740
S -0.483585 -2.181300 -0.078018 -2.7856 2.4010 0.3882 0.537
H 0.003704 0.299984 -1.199250 -0.0588 -0.0398 -1.1960 0.029
I -2.925299 0.036479 -0.022103 0.6226 -0.1859 0.1922 0.684
```
Positions in Å, forces in eV/Å.



(4)
A structure of composition CH4INS in a non-equilibrium geometry, computed with ωB97M-V with the def2-TZVPD basis set.

## Properties
Maximum force (eV/Å): 3.33
DFT total energy (eV): -21525.767
Spin multiplicity: 1
Frontier orbital gap (eV): 7.725
E_HOMO (Eh): -0.3139

```
8
Properties=species:S:1:pos:R:3:forces:R:3:lowdin_charge:R:1
H 0.400845 -2.243200 1.095779 0.0498 -0.8854 0.1525 -0.139
H 0.251732 1.632924 -0.493105 0.6637 1.9711 1.4750 0.034
N -0.101170 -0.374059 0.235102 -2.0859 0.1879 1.9025 -0.968
I -1.602465 0.474416 1.620927 0.6545 -0.5567 -0.1773 0.645
S 1.173745 -1.196075 0.894422 0.6722 0.5082 0.2322 0.682
H 0.795690 0.364330 -1.443935 -0.4166 -0.1735 0.0751 0.091
C 0.013124 0.649539 -0.712069 1.2789 -1.1436 -2.8568 -0.392
H -0.931501 0.692125 -1.197123 -0.8166 0.0920 -0.8032 0.047
```
Positions in Å, forces in eV/Å.



(5)
An isolated molecule of CH4IP in a non-equilibrium geometry, computed with ωB97M-V with the def2-TZVPD basis set.

## Properties
Maximum force (eV/Å): 2.87
DFT total energy (eV): -18487.961
Spin multiplicity: 1
Frontier orbital gap (eV): 6.406
E_HOMO (Eh): -0.2674

```
7
Properties=species:S:1:pos:R:3:forces:R:3:lowdin_charge:R:1
H 1.847185 -0.806290 -1.164636 -1.4908 1.1737 1.3208 0.057
C 1.199054 -0.346484 -0.303743 -1.5654 0.7640 -2.2761 -0.556
H -2.817405 1.539386 1.357154 0.5548 -0.7450 -0.5916 -0.219
H 0.782769 0.724274 -0.460913 1.5064 -1.4718 -0.1659 0.006
I -2.297064 0.537802 0.040250 -0.1014 0.5577 0.2831 0.494
H 1.717695 -0.414995 0.596185 1.1339 0.1581 1.3801 -0.052
P -0.432232 -1.233695 -0.064297 -0.0376 -0.4367 0.0497 0.270
```
Positions in Å, forces in eV/Å.



(6)
A cluster of 2 separate species, CH4IPS in total in a non-equilibrium geometry, computed with ωB97M-V with the def2-TZVPD basis set.

## Properties
Maximum force (eV/Å): 2.23
DFT total energy (eV): -29322.000
Spin multiplicity: 1
Frontier orbital gap (alpha / beta) (eV): 5.277 / 2.865
E_HOMO (alpha / beta) (Eh): -0.2589 / -0.2194

```
8
Properties=species:S:1:pos:R:3:forces:R:3:lowdin_charge:R:1
H -1.949517 1.223085 1.245428 0.9982 0.5114 -1.6495 -0.002
H 1.760281 -2.252125 -1.217232 1.1314 0.5163 -1.0678 -0.293
C -1.397202 1.449063 0.272724 -0.4589 -1.0235 -0.7019 0.002
H -0.588023 2.197462 0.172026 -0.7876 -0.5166 0.4032 -0.048
I 2.376572 0.381188 -0.089483 -0.5128 -0.3517 0.2610 0.228
S 0.853463 -2.793412 -0.483892 -0.9918 -0.8888 0.7077 0.182
P 0.691000 -1.171678 0.818326 0.0965 0.9256 0.0430 -0.075
H -1.746577 0.966415 -0.717900 0.5250 0.8273 2.0042 0.007
```
Positions in Å, forces in eV/Å.



(7)
A cluster of 2 separate species, CH4IPS2 in total in a non-equilibrium geometry, computed with ωB97M-V with the def2-TZVPD basis set.

## Properties
Maximum force (eV/Å): 3.17
DFT total energy (eV): -40159.885
SMILES: S=CI.PS
Spin multiplicity: 1
Frontier orbital gap (eV): 8.118
E_HOMO (Eh): -0.3294

```
9
Properties=species:S:1:pos:R:3:forces:R:3:lowdin_charge:R:1
H 0.833087 0.971444 0.777018 -2.8286 -0.0453 0.9477 -0.142
S 2.801826 2.159079 0.440592 0.1895 0.1474 0.0520 0.644
S -1.464513 -0.201068 -1.601611 2.1668 -0.3116 -1.6210 0.232
C 1.803739 0.943287 0.482626 2.8445 -0.6397 -1.2354 -1.180
H -2.010899 -1.733272 0.360043 -0.8259 -1.6432 0.3567 -0.175
H -0.124323 -0.708666 -1.409909 -1.6014 0.8143 -1.1909 -0.263
I 2.254611 -1.063594 -0.201624 -0.0082 0.5271 0.2679 0.715
P -1.459964 -0.509628 0.380243 0.4200 1.0058 2.4709 0.313
H -2.633568 0.142420 0.772618 -0.3566 0.1452 -0.0479 -0.143
```
Positions in Å, forces in eV/Å.



(8)
A structure of composition CH4K, computed with ωB97M-V with the def2-TZVPD basis set.

## Properties
Maximum force (eV/Å): 0.48
Charge: +1
DFT total energy (eV): -17421.201
Spin multiplicity: 1
Frontier orbital gap (eV): 11.768
E_HOMO (Eh): -0.6054

```
6
Properties=species:S:1:pos:R:3:forces:R:3:lowdin_charge:R:1
K -1.047710 0.660500 2.604629 0.0438 0.0242 -0.0221 0.980
H 2.674399 2.688539 1.861730 0.0442 0.0373 -0.3495 0.015
C 2.582049 2.681309 0.765640 -0.1245 -0.0692 0.0628 -0.055
H 1.671689 3.223819 0.470790 0.3314 -0.1159 0.0486 0.015
H 3.460878 3.170599 0.320390 -0.3830 -0.2132 0.1941 0.031
H 2.521219 1.642289 0.409640 0.0881 0.3368 0.0662 0.015
```
Positions in Å, forces in eV/Å.